Record 1
The following is a DFT calculation (the ωB97M-V functional and the def2-TZVPD basis) of a cluster of 3 separate species, C7H10 in total.

F_max, eV/Å: 0.29
Spin multiplicity: 1
E_HOMO (spin up / spin down), eV: -7.92 / -7.92
Energy above the lowest of the compared OMol25 structures with the same formula, charge and spin, kJ/mol: 632.2
E_tot, hartree: -272.4772
Net charge: 0

```
17
Properties=species:S:1:pos:R:3:forces:R:3:nbo_charge:R:1
C -1.676 0.534 -0.181 0.0213 -0.0426 -0.1833 -0.42
C 0.497 -1.215 0.633 0.0677 -0.1111 0.1176 -0.07
C 0.387 -0.871 -0.811 0.0786 -0.0750 -0.0485 -0.30
C 1.342 0.339 -0.912 -0.0507 0.0403 -0.0230 -0.47
C 0.811 -0.082 1.397 0.0288 -0.0783 -0.2763 -0.26
C -1.081 -0.640 -0.556 -0.2075 0.1423 0.0520 -0.22
C 1.315 0.832 0.525 -0.0914 0.0676 0.0511 -0.08
H -1.195 1.493 -0.347 -0.0105 -0.1322 0.0649 0.20
H -1.686 -1.545 -0.566 0.1186 0.1406 0.0012 0.22
H -2.753 0.569 -0.050 0.1439 -0.0503 0.0118 0.23
H -0.493 0.612 1.940 0.0472 0.0580 0.0343 0.08
H 1.455 1.887 0.756 -0.0129 -0.1303 -0.0182 0.20
H 1.010 1.133 -1.592 0.0399 -0.0838 0.0917 0.22
H 0.570 -1.683 -1.516 -0.0169 0.0711 0.1171 0.23
H -1.211 0.868 1.545 0.0208 -0.0301 -0.0340 -0.01
H 2.323 -0.001 -1.270 -0.1462 0.0613 0.0654 0.23
H 0.383 -2.230 1.005 -0.0308 0.1525 -0.0239 0.22
```
Positions in Å, forces in eV/Å.

Record 2
The following is a DFT calculation (the ωB97M-V functional and the def2-TZVPD basis) of the molecule C7H10 at a distorted geometry.

Structure (SMILES): C/C=C1/C[C@H]2C[C@@H]12
F_max, eV/Å: 2.83
Spin multiplicity: 1
E_HOMO, eV: -8.16
Energy above the lowest of the compared OMol25 structures with the same formula, charge and spin, kJ/mol: 317.2
E_tot, hartree: -272.5972
Net charge: 0

```
17
Properties=species:S:1:pos:R:3:forces:R:3:nbo_charge:R:1
C 0.834 -1.261 -0.737 0.0963 -0.3211 -0.0096 -0.43
C -0.301 -0.453 -0.171 -0.0222 0.0612 -0.2642 0.01
C 1.770 0.704 0.482 0.2273 0.1445 -0.0512 -0.41
C 1.670 -0.789 0.465 0.3322 -0.2149 0.1181 -0.20
C -1.529 -0.210 -0.574 0.8191 1.0932 -0.9149 -0.19
C -2.277 1.081 -0.183 1.1429 -2.0229 0.1039 -0.68
C 0.508 0.066 0.973 -0.1061 0.1641 0.1221 -0.27
H -2.896 0.402 0.422 -1.8526 2.1326 0.1607 0.25
H -1.674 1.805 0.390 -0.1615 -0.7526 0.1006 0.21
H 0.144 0.196 1.990 0.0969 0.0012 -0.2655 0.22
H -2.519 1.600 -1.127 -1.0475 -0.5441 0.6784 0.23
H 2.393 1.124 1.266 0.0077 -0.0572 -0.1331 0.22
H -2.033 -0.902 -1.263 0.2955 0.5812 -0.1146 0.20
H 0.646 -2.331 -0.818 0.1562 -0.0844 0.1228 0.22
H 1.180 -0.877 -1.709 -0.0311 -0.2215 0.2417 0.20
H 2.329 -1.427 1.040 0.0015 0.1573 0.0025 0.22
H 1.756 1.272 -0.447 0.0455 -0.1165 0.1022 0.21
```
Positions in Å, forces in eV/Å.

Record 3
The following is a DFT calculation (the ωB97M-V functional and the def2-TZVPD basis) of the molecule C7H10 at a distorted geometry.

Structure (SMILES): C[C@@H]1[C@@H]2C=CC[C@H]12
F_max, eV/Å: 1.52
Spin multiplicity: 1
E_HOMO, eV: -8.44
Energy above the lowest of the compared OMol25 structures with the same formula, charge and spin, kJ/mol: 204.0
E_tot, hartree: -272.6403
Net charge: 0

```
17
Properties=species:S:1:pos:R:3:forces:R:3:nbo_charge:R:1
C -1.097 -0.748 0.010 0.0630 0.1922 -0.0920 -0.21
C 0.191 -1.056 0.793 0.1583 0.1198 0.0891 -0.27
C 1.496 0.871 0.487 0.0157 -0.1195 0.2205 -0.21
C 1.122 -0.064 1.358 -0.0737 0.2887 0.1574 -0.19
C -1.851 0.531 -0.233 0.0168 0.1841 0.2028 -0.61
C 0.210 -0.835 -0.718 0.3740 0.6065 -0.3776 -0.21
C 1.045 0.564 -0.917 -0.1875 -0.7672 0.0862 -0.46
H -1.750 -1.620 0.122 0.3811 0.1215 -0.6297 0.22
H 0.507 -1.615 -1.416 -0.3253 0.1134 0.1426 0.22
H -1.179 1.379 -0.103 -0.2173 0.1341 0.1070 0.21
H 0.740 1.534 -1.384 -0.9944 -1.1491 0.0692 0.23
H -2.174 0.528 -1.286 0.0191 0.0501 0.3063 0.21
H 1.542 -0.172 2.348 -0.4284 0.3425 0.2979 0.21
H 1.961 1.798 0.808 0.3769 -0.2111 -0.3460 0.21
H -2.733 0.654 0.397 0.0953 0.0251 0.0676 0.21
H 1.853 0.261 -1.586 0.4251 0.0470 0.3568 0.22
H 0.117 -2.009 1.321 0.3012 0.0219 -0.6580 0.23
```
Positions in Å, forces in eV/Å.

Record 4
The following is a DFT calculation (the ωB97M-V functional and the def2-TZVPD basis) of the molecule C7H10 at a distorted geometry.

Structure (SMILES): C=C1C=C(C)[C@@H]1C
F_max, eV/Å: 3.11
Spin multiplicity: 1
E_HOMO, eV: -8.20
Energy above the lowest of the compared OMol25 structures with the same formula, charge and spin, kJ/mol: 254.7
E_tot, hartree: -272.6210
Net charge: 0

```
17
Properties=species:S:1:pos:R:3:forces:R:3:nbo_charge:R:1
C 0.792 -0.561 -0.191 -0.1446 -1.5080 0.5697 0.08
C -1.299 -0.763 -0.177 1.0365 2.8767 -0.5913 0.06
C 2.235 -0.515 0.166 0.0557 -0.1013 -0.2961 -0.66
C -0.095 0.551 -0.538 -2.6434 -1.1341 0.0702 -0.24
C -2.598 -0.717 0.034 -0.2379 -0.2399 0.0711 -0.48
C -0.140 -1.563 -0.081 1.5280 0.0590 -0.0275 -0.28
C -0.025 1.858 0.212 -0.2127 -0.0904 -0.0273 -0.63
H 2.380 0.006 1.116 -0.0418 0.0237 -0.0301 0.23
H 2.639 -1.522 0.272 0.0259 0.0258 0.0200 0.22
H -0.038 -2.638 -0.047 0.0807 -0.1008 0.2482 0.21
H 0.105 1.691 1.281 0.0009 0.0250 0.0370 0.21
H -0.313 0.666 -1.597 0.4414 0.1190 -0.1803 0.22
H 0.805 2.471 -0.149 0.0262 -0.0393 0.0208 0.21
H -0.941 2.430 0.065 0.0128 0.0280 0.0227 0.22
H -3.210 0.086 -0.352 0.0936 0.2747 0.2925 0.21
H 2.812 0.019 -0.592 0.0563 0.0097 0.0270 0.22
H -3.107 -1.501 0.580 -0.0777 -0.2278 -0.2266 0.20
```
Positions in Å, forces in eV/Å.

Which formula does entry 2 have? C7H10

spin multiplicity of number 4 (C7H10)? 1

net charge of number 3 (C7H10)? 0

Among the records above, which one has the highest energy above the lowest of the compared OMol25 structures with the same formula, charge and spin? number 1